DFT (ωB97M-V with the def2-TZVPD basis set) results for a cluster of 2 separate species, C4H8N2 in total.

Element x y z (Å)
1 C 2.03154 0.10354 0.23665
2 C 0.67629 0.79795 0.18873
3 N -0.31278 -0.08513 -0.40344
4 C -1.19560 0.30734 -1.21759
5 C -3.10453 -1.41717 1.14552
6 N -1.97044 -1.67422 0.96433
7 H 2.39999 -0.11331 -0.77075
8 H 1.93297 -0.84349 0.77552
9 H 2.77475 0.71746 0.75533
10 H 0.32332 0.96212 1.21441
11 H 0.73910 1.78403 -0.29611
12 H -1.04851 -1.45900 0.53889
13 H -1.97350 -0.40404 -1.51057
14 H -1.27261 1.32394 -1.62091

DFT total energy: -7255.8562 eV
E_HOMO: -0.3843 Ha
ΔE to the lowest compared entry with this formula, charge and spin: 46.6 kcal per mole
Orbital gap: 11.3 eV